13
Properties=species:S:1:pos:R:3:forces:R:3:nbo_charge:R:1 method="wB97M-V/def2-TZVPD" gap_ev="6.37 / 6.35" relative_energy_kj_mol=736.2 spin_multiplicity=1 charge=0
C 0.629 -1.818 0.955 1.88 -0.48 0.94 -0.70
C 1.440 -0.621 0.651 -1.76 -1.98 -3.23 0.01
N -0.271 0.836 -0.322 2.78 -0.06 0.12 0.16
N -1.826 1.710 -1.492 -3.53 1.51 -2.57 -0.63
N -1.365 0.654 -0.903 1.14 -2.54 2.12 -0.11
O 0.388 1.914 -0.440 -0.58 -0.01 0.28 -0.58
H 1.425 -2.647 1.243 -1.62 1.05 -1.12 0.23
H 0.210 -1.588 1.907 -1.30 -0.28 0.49 0.22
H -0.089 -2.030 0.140 0.58 -0.40 0.66 0.27
H 1.646 0.062 1.390 0.38 1.79 1.31 0.19
H 2.176 -0.834 -0.139 -0.48 1.09 0.03 0.19
H -1.516 2.625 -1.332 1.47 1.06 0.75 0.38
H -2.845 1.736 -1.658 1.05 -0.74 0.21 0.37

=====

28
Properties=species:S:1:pos:R:3:forces:R:3:mulliken_spin:R:1 method="wB97M-V/def2-TZVPD" gap_ev="8.11 / 7.39" relative_energy_kj_mol=0.0 spin_multiplicity=4 charge=+1
Re -0.738 -0.233 -0.231 0.31 0.33 -0.15 2.75
O -0.119 0.173 1.641 -0.03 0.06 0.10 -0.03
C 0.838 0.917 2.000 -0.02 -0.03 -0.05 0.02
C 1.675 1.669 1.152 0.02 0.02 0.06 0.01
C 2.704 2.424 1.759 -0.01 0.00 -0.06 0.01
C 3.518 3.177 0.971 0.03 -0.04 0.02 0.01
C 3.359 3.230 -0.418 0.00 -0.01 -0.02 0.01
C 2.361 2.508 -1.030 0.02 0.00 0.06 0.01
C 1.508 1.715 -0.259 -0.04 -0.07 -0.03 0.02
O 0.557 1.039 -0.885 0.04 0.06 -0.01 0.03
N 4.597 3.965 1.602 -0.11 0.14 0.02 0.00
O 5.285 4.635 0.866 0.05 -0.04 -0.02 0.00
O 4.692 3.896 2.807 0.04 -0.05 0.01 0.00
H 1.001 0.969 3.077 0.03 0.01 0.00 0.00
H 2.851 2.410 2.831 0.00 0.00 0.00 0.00
H 4.035 3.846 -0.995 0.00 0.00 0.00 0.00
H 2.223 2.534 -2.101 -0.01 0.00 0.00 0.00
O -1.663 -0.287 -2.072 0.01 0.06 -0.03 -0.02
N -2.411 0.764 -1.839 -0.01 -0.08 0.06 0.01
O -3.148 1.236 -2.606 -0.01 0.01 -0.02 0.05
O -2.214 1.193 -0.625 -0.09 0.03 -0.02 -0.01
Cl -2.242 -1.952 0.573 -0.28 -0.31 0.15 0.00
C -1.271 -3.397 -0.097 -0.04 0.00 -0.04 0.02
Cl -1.842 -3.796 -1.684 0.01 0.02 -0.01 0.00
C 0.221 -3.027 -0.118 0.09 0.16 0.13 0.00
O 1.029 -3.893 -0.046 -0.02 -0.05 -0.01 0.04
O 0.504 -1.727 -0.233 -0.01 -0.21 -0.12 0.07
H -1.477 -4.197 0.605 0.02 0.00 0.01 0.00

=====

14
Properties=species:S:1:pos:R:3:forces:R:3:nbo_charge:R:1 method="wB97M-V/def2-TZVPD" gap_ev=9.31 relative_energy_kj_mol=0.0 spin_multiplicity=1 smiles="Cl/C=C1/C[C@@H](Cl)CO1" charge=0
Cl 1.368 2.536 -1.100 0.07 -0.05 0.03 0.00
C -0.108 1.711 -0.775 -0.22 -0.46 0.29 -0.32
C -0.216 0.688 0.074 0.12 0.51 -0.27 0.29
C -1.475 -0.049 0.453 0.15 -0.03 -0.34 -0.48
C -0.908 -1.372 0.969 -0.08 0.05 0.18 -0.21
Cl -0.656 -2.540 -0.370 0.02 0.11 0.04 -0.06
C 0.424 -0.910 1.561 0.04 -0.44 -0.17 -0.09
O 0.849 0.171 0.742 0.07 0.21 -0.09 -0.47
H -0.966 2.066 -1.320 -0.05 0.05 0.00 0.22
H -2.163 -0.147 -0.387 0.04 -0.11 0.12 0.25
H -1.990 0.476 1.260 0.02 -0.04 0.09 0.23
H -1.547 -1.869 1.696 0.08 0.05 -0.06 0.23
H 0.271 -0.561 2.582 -0.01 0.04 0.12 0.18
H 1.211 -1.670 1.541 -0.26 0.10 0.05 0.22

=====

135
Properties=species:S:1:pos:R:3:forces:R:3:lowdin_charge:R:1 method="wB97M-V/def2-TZVPD" gap_ev=9.15 spin_multiplicity=1 charge=0
C -7.245 4.922 0.520 -0.41 0.42 0.64 0.02
C -6.439 4.420 -0.392 0.00 -0.86 -0.17 -0.32
C -5.161 3.584 -0.085 -0.48 2.09 -0.40 -0.68
Br -4.523 2.989 -1.876 0.00 -0.36 0.80 0.86
C -4.019 4.609 0.375 -0.35 -0.63 -0.52 -0.63
I -4.171 6.329 -0.973 0.49 -0.12 0.23 1.05
C -3.915 4.965 1.898 -0.05 -0.96 -0.28 -0.42
C -2.431 4.667 2.358 0.50 0.74 0.22 -0.14
C -1.342 5.487 1.614 0.31 -0.19 0.04 -0.16
O -0.835 6.474 2.537 -0.27 -0.09 -0.30 -0.02
C -0.228 7.530 1.913 1.85 -1.73 -1.43 -0.52
O -0.580 8.629 2.053 -1.28 2.80 1.12 0.17
C 1.018 7.293 1.019 -0.66 -0.20 0.31 -0.14
C 0.915 8.023 -0.338 0.45 -0.30 -0.17 -0.08
P -4.267 6.704 2.428 0.05 2.53 1.56 0.46
O -3.425 7.739 1.825 0.34 -0.34 -0.85 -0.30
O -5.818 7.123 2.274 0.33 -1.20 0.07 -0.13
O -3.917 6.748 4.026 -0.85 -0.66 -0.85 -0.12
S -4.946 3.851 2.971 -0.13 -0.71 3.80 0.66
O -4.053 3.105 3.810 0.79 -0.74 -1.29 -0.25
O -5.816 4.605 3.819 -0.95 0.92 -1.38 -0.25
O -5.892 2.833 2.167 0.75 1.71 -0.82 -0.18
C -5.443 2.388 0.859 0.01 -2.25 -0.84 -0.43
C -4.209 1.458 1.098 -0.07 0.59 0.12 -0.13
C -4.392 0.426 2.225 0.96 -0.35 0.78 -0.18
C -3.001 -0.200 2.647 -1.72 -1.29 -0.37 -0.16
C -2.870 -1.570 1.896 0.87 1.26 -0.53 -0.21
C -1.413 -2.103 1.796 -1.15 -1.05 -0.02 -0.22
C -1.101 -3.136 2.923 0.67 0.74 -1.35 -0.25
C 0.232 -3.864 2.548 -1.14 0.75 0.60 -0.11
C -6.673 1.522 0.371 0.65 -0.80 1.03 -0.05
C -6.427 0.476 -0.734 -0.08 0.20 -0.11 -0.42
C -5.774 -0.893 -0.564 -0.60 -0.13 -0.11 -0.04
N -6.855 0.722 -1.899 -0.46 0.22 -0.29 0.11
H -7.064 4.861 1.594 -0.29 0.00 -0.34 0.06
H -8.121 5.487 0.188 0.33 -0.13 0.22 0.09
H -6.712 4.603 -1.434 0.40 -0.33 0.25 0.08
H -3.072 4.136 0.075 -0.27 0.36 0.27 0.06
H -2.184 3.603 2.266 -0.50 0.25 -0.12 0.11
H -2.324 4.914 3.426 -0.11 -0.16 -0.41 0.12
H -1.717 5.984 0.702 0.09 -0.19 0.39 0.09
H -0.496 4.830 1.338 -0.48 0.09 0.01 0.13
H 1.843 7.782 1.567 -0.21 -0.54 -0.03 0.12
H 1.194 6.211 0.915 0.24 0.44 -0.14 0.09
H 1.804 7.730 -0.924 -0.45 0.09 0.04 0.07
H 0.960 9.117 -0.238 -0.20 -0.38 0.21 0.08
H 0.014 7.760 -0.912 0.27 0.01 0.23 0.08
H -5.979 7.986 2.685 0.12 -0.19 -0.17 0.10
H -3.728 7.685 4.203 0.34 -0.29 -0.02 0.10
H -3.372 2.117 1.396 -0.20 -0.28 -0.11 0.10
H -3.893 0.987 0.154 -0.21 0.17 0.34 0.10
H -4.818 0.843 3.148 -0.01 0.30 -0.61 0.10
H -5.026 -0.431 1.957 0.06 0.49 -0.17 0.09
H -3.117 -0.457 3.712 0.62 0.52 -0.19 0.11
H -2.160 0.475 2.440 -0.20 -0.22 0.24 0.11
H -3.573 -2.297 2.336 0.38 0.17 -0.08 0.11
H -3.222 -1.384 0.866 0.09 -0.15 0.29 0.08
H -0.690 -1.277 1.716 -0.16 -0.29 0.23 0.11
H -1.352 -2.660 0.841 0.17 0.28 0.34 0.10
H -1.944 -3.848 2.929 0.35 0.23 0.33 0.10
H -1.027 -2.573 3.868 -0.05 -0.57 -0.05 0.11
H 0.109 -4.288 1.539 0.19 -0.11 0.44 0.07
H 1.009 -3.085 2.503 0.05 -0.55 0.12 0.07
H 0.422 -4.628 3.314 0.42 0.12 -0.48 0.07
H -7.531 2.151 0.099 0.42 -0.07 -0.01 0.12
H -6.975 0.970 1.284 0.11 0.27 -0.33 0.14
H -6.060 -1.391 0.374 0.45 0.32 -0.16 0.08
H -6.170 -1.533 -1.369 0.17 0.40 0.20 0.08
H -4.688 -0.847 -0.718 -0.27 -0.02 0.40 0.07
H -7.290 1.648 -1.890 0.07 -0.09 -0.31 0.04
C 5.002 4.930 3.044 -0.26 0.12 0.11 -0.02
C 4.890 4.495 1.601 0.14 0.17 0.74 -0.33
C 5.396 5.503 0.602 0.38 0.00 -0.24 -0.10
O 4.635 5.177 -0.566 -0.25 -0.10 0.23 0.06
C 3.463 4.638 -0.130 -0.20 -0.04 -0.14 -0.56
O 2.517 4.435 -0.821 0.05 0.06 0.07 0.16
O 3.517 4.369 1.202 0.09 0.08 -0.46 0.08
H 4.329 4.347 3.673 0.12 -0.11 -0.04 0.09
H 6.022 4.807 3.407 -0.02 -0.04 -0.04 0.09
H 4.720 5.979 3.163 0.00 -0.02 -0.07 0.09
H 5.366 3.520 1.465 -0.01 0.03 -0.11 0.16
H 6.463 5.411 0.407 -0.08 -0.04 -0.19 0.14
H 5.170 6.536 0.881 -0.03 -0.07 0.15 0.14
C 3.712 -5.752 -1.304 -0.33 -0.17 0.02 -0.01
C 3.583 -4.248 -1.232 0.21 -0.73 -0.03 -0.32
C 3.965 -3.645 0.096 0.31 0.15 0.16 -0.09
O 3.188 -2.438 0.110 -0.27 -0.10 -0.28 0.06
C 2.083 -2.677 -0.647 -0.08 0.04 0.08 -0.56
O 1.131 -1.965 -0.688 0.00 -0.01 -0.02 0.15
O 2.210 -3.839 -1.340 0.03 0.47 0.21 0.08
H 3.114 -6.148 -2.126 0.15 0.10 -0.12 0.09
H 4.753 -6.045 -1.450 -0.01 0.04 -0.01 0.09
H 3.349 -6.222 -0.390 0.03 0.08 0.02 0.07
H 4.134 -3.785 -2.057 -0.04 0.12 0.06 0.16
H 5.028 -3.422 0.171 -0.08 0.21 0.00 0.14
H 3.668 -4.251 0.951 -0.01 -0.13 -0.15 0.11
C -4.919 3.133 -5.303 0.14 0.30 -0.09 -0.05
C -6.175 2.986 -6.130 0.59 -0.03 0.47 -0.33
C -5.948 2.469 -7.526 -0.09 -0.41 -0.18 -0.10
O -7.067 3.012 -8.234 0.01 0.27 0.22 0.06
C -7.417 4.162 -7.592 -0.11 0.16 -0.07 -0.55
O -8.178 4.966 -8.020 0.06 -0.08 0.03 0.17
O -6.772 4.264 -6.397 -0.22 -0.15 -0.40 0.08
H -5.088 3.813 -4.469 -0.10 -0.10 0.01 0.03
H -4.598 2.166 -4.913 -0.08 0.00 -0.01 0.08
H -4.102 3.553 -5.893 -0.06 -0.02 -0.05 0.09
H -6.910 2.381 -5.592 -0.03 -0.02 -0.10 0.16
H -5.944 1.382 -7.582 -0.17 0.05 -0.11 0.14
H -5.033 2.854 -7.984 0.04 0.05 0.16 0.14
C 6.797 -10.006 1.291 -0.30 -0.14 0.07 -0.02
C 6.649 -8.505 1.351 0.51 -0.45 -0.04 -0.34
C 7.020 -7.894 2.676 0.26 0.08 0.16 -0.09
O 6.228 -6.699 2.683 -0.30 -0.10 -0.18 0.07
C 5.129 -6.955 1.924 -0.07 -0.06 -0.01 -0.54
O 4.168 -6.250 1.872 0.13 -0.06 0.14 0.14
O 5.267 -8.113 1.239 -0.07 0.45 0.28 0.09
H 6.205 -10.417 0.472 0.12 0.08 -0.08 0.09
H 7.842 -10.284 1.147 -0.01 0.07 -0.03 0.09
H 6.440 -10.478 2.209 0.00 0.04 -0.01 0.09
H 7.197 -8.041 0.517 -0.38 -0.17 0.87 0.11
H 8.080 -7.658 2.753 -0.09 0.21 0.00 0.14
H 6.726 -8.505 3.534 -0.02 -0.07 -0.08 0.14
C 10.795 -10.795 -3.080 0.19 0.23 0.13 -0.02
C 9.342 -10.482 -2.808 0.72 -0.30 -0.21 -0.33
C 8.628 -9.789 -3.937 -0.26 -0.19 -0.32 -0.09
O 7.596 -9.076 -3.246 0.18 0.07 0.35 0.08
C 8.067 -8.817 -2.001 -0.04 0.11 -0.05 -0.52
O 7.549 -8.075 -1.225 0.31 -0.02 -0.98 0.14
O 9.206 -9.512 -1.756 -0.47 0.20 -0.05 0.09
H 11.332 -10.965 -2.147 -0.09 -0.15 -0.01 0.09
H 10.887 -11.682 -3.707 -0.05 0.00 0.04 0.09
H 11.290 -9.964 -3.586 -0.07 0.01 0.01 0.09
H 8.815 -11.387 -2.494 -0.09 0.07 -0.02 0.16
H 8.203 -10.481 -4.661 -0.19 0.10 0.08 0.14
H 9.254 -9.062 -4.461 0.11 -0.07 0.09 0.14

=====

Across the entries above, calculated total energy takes the values -8698.6473, -57983.6279, -32374.1266, -190437.7119 eV, respectively.
Across the entries above, max |F| takes the values 4.62, 0.48, 0.59, 3.86 eV/A, respectively.